Entry 1:
Here is 7 unconnected molecules or ions with the total composition C33H41N7O11 in a non-equilibrium geometry from OMol25. Energies are from wB97M-V/def2-TZVPD.

```
92
Properties=species:S:1:pos:R:3:forces:R:3:lowdin_charge:R:1
C -2.834533 -0.831870 -3.864141 0.0741 -0.3129 -7.0529 -0.157
C -2.479533 -1.676870 -5.141141 -0.1405 -0.5939 2.3913 0.003
C -1.942533 -3.206870 -4.960141 -1.9752 4.6058 3.8585 0.049
C -1.888533 -3.763870 -3.550141 -0.5702 6.3983 0.9106 -0.083
C -2.225533 -2.730870 -2.390141 -0.5716 0.0382 -1.5581 0.066
C -2.765533 -1.353870 -2.644141 1.9053 -3.7339 2.7171 -0.150
N -1.228533 -5.027870 -3.149141 -2.2635 -1.4979 -5.7431 -0.388
O -1.198533 -5.888870 -4.091141 0.3592 1.9078 1.6048 0.015
O -0.943533 -5.266870 -2.048141 1.0540 0.1093 3.1495 0.115
H -3.178533 0.242130 -4.165141 0.5830 -2.0461 1.0356 0.117
H -2.729533 -0.982870 -6.168141 1.2018 -2.8694 2.7491 0.138
H -1.519533 -3.689870 -5.795141 0.1207 -0.7485 -0.7114 0.061
H -2.167533 -2.826870 -1.224141 0.2948 -0.9068 -2.5388 0.113
H -2.934533 -0.785870 -1.712141 -0.0001 -0.2624 -0.7563 0.069
C -0.409533 5.608130 2.239859 -2.4645 -2.6896 -3.1322 -0.081
C -1.038533 4.148130 2.246859 3.1271 1.3738 2.7354 0.022
C -0.442533 3.145130 3.254859 -0.1411 7.9962 -2.0774 0.018
C 0.534467 3.687130 4.226859 -1.4347 4.3614 -2.8968 -0.124
C 0.941467 5.179130 4.199859 -1.3670 -2.4953 -2.4128 0.093
C 0.507467 6.115130 3.101859 -0.8163 -7.2360 3.6124 -0.084
N 1.103467 2.787130 5.159859 -0.1287 -3.1624 -0.2110 -0.327
O 0.559467 1.603130 5.060859 2.3350 3.3157 1.3471 -0.004
O 2.071467 3.132130 5.837859 -1.8009 -0.9894 -0.6478 0.090
H -0.618533 6.251130 1.310859 -0.2116 -1.0613 1.5514 0.113
H -1.935533 3.870130 1.558859 2.0605 0.5534 1.2757 0.104
H -0.994533 2.304130 3.111859 -0.4816 -3.0406 0.7263 0.047
H 1.713467 5.549130 4.858859 -0.0917 -0.3877 0.3312 0.090
H 0.947467 7.009130 3.045859 1.3949 3.3755 -0.2966 0.054
C 1.199467 -5.147870 8.064859 3.8398 4.7533 -9.0838 -0.049
C 2.643467 -4.889870 7.592859 -3.4154 0.6673 -1.8249 0.002
C 2.887467 -4.035870 6.374859 -1.6495 -0.6110 2.0151 0.002
C 1.784467 -3.377870 5.621859 -3.0828 -2.2970 5.3913 -0.097
C 0.377467 -3.705870 6.132859 3.6319 -2.4354 0.6079 0.066
C 0.116467 -4.707870 7.288859 2.7674 3.4761 -3.3542 -0.041
N 1.959467 -2.210870 4.723859 5.8371 -0.8176 1.6844 -0.354
O 2.993467 -1.510870 4.967859 -2.6248 -0.9736 0.1093 0.039
O 1.421467 -2.209870 3.679859 -2.4773 0.4813 -2.0027 0.090
H 0.883467 -5.520870 8.864859 -1.3456 -3.8790 6.9178 0.004
H 3.416467 -5.513870 8.107859 -0.4401 1.2155 -0.6880 0.096
H 3.943467 -3.853870 6.131859 -0.6736 -0.0029 -0.1277 0.097
H -0.451533 -3.395870 5.532859 -0.4017 0.4868 -0.0482 0.075
H -0.923533 -4.929870 7.468859 0.0306 -0.0166 0.3471 0.087
C -0.711533 2.983130 -3.811141 1.6502 1.7615 -0.9058 -0.096
C 0.003467 4.333130 -4.086141 1.7166 -4.9352 1.9706 -0.013
C 1.487467 4.267130 -4.181141 -5.4046 -8.4328 0.9076 0.074
C 2.303467 2.851130 -4.114141 -7.3386 0.4936 -0.5481 -0.012
C 1.443467 1.591130 -3.932141 -3.8605 10.9502 -0.6095 0.103
C -0.096533 1.728130 -3.776141 2.7931 0.8149 -1.2909 -0.055
N 3.765467 2.837130 -4.283141 -0.1087 1.5836 3.4444 -0.359
O 4.370467 3.898130 -4.461141 -1.0242 -1.0713 -1.0797 0.071
O 4.287467 1.864130 -3.767141 0.3791 -0.8388 -1.0726 0.051
H -1.825533 3.085130 -3.695141 1.2488 -0.3867 -0.1825 0.096
H -0.820533 5.049130 -3.853141 1.8979 0.6477 -0.8357 0.094
H 2.079467 5.006130 -4.281141 3.8058 5.5268 -0.7589 -0.008
H 1.942467 0.791130 -3.868141 3.2757 -6.5640 0.3408 -0.022
H -0.763533 0.847130 -3.882141 0.9615 0.3332 0.6616 0.079
C -0.500533 -0.700870 1.317859 -2.9660 -1.9389 -1.5558 -0.251
O -1.430533 -1.330870 0.634859 3.5403 2.7467 2.6448 -0.090
N 0.446467 0.087130 0.820859 -0.6920 0.7103 -2.2855 -0.183
C 1.584467 0.571130 1.546859 0.9927 -5.4074 2.2560 -0.050
C 0.395467 0.417130 -0.590141 2.0741 -0.8125 -2.3138 -0.059
H -0.393533 -0.707870 2.411859 -0.4559 -0.6734 -0.0036 0.127
H 1.307467 0.753130 2.554859 -0.5347 -0.0981 1.2599 0.037
H 1.924467 1.508130 1.273859 1.2210 1.3675 -1.5143 0.064
H 2.355467 -0.469870 1.720859 -1.4639 3.6815 -0.9170 0.178
H -0.121533 1.320130 -0.877141 -0.6118 0.3007 0.4572 0.074
H 0.062467 -0.408870 -1.258141 -0.3869 0.4223 0.9349 0.073
H 1.434467 0.592130 -1.029141 -0.9045 -0.1430 1.0479 0.094
C 1.723467 -1.995870 -2.869141 -2.3324 -1.4283 -0.4577 -0.348
O 0.996467 -2.180870 -3.848141 0.5813 0.2990 0.6095 -0.026
N 3.002467 -1.597870 -2.998141 1.8963 0.8347 1.8206 -0.182
C 3.813467 -1.184870 -1.837141 -3.0007 -1.7796 2.6653 -0.058
C 3.737467 -1.494870 -4.247141 0.3405 -1.0388 -1.1473 -0.055
H 1.197467 -2.301870 -1.832141 2.0108 1.0555 -1.5088 0.173
H 3.852467 -0.146870 -1.627141 -0.5392 1.4065 -0.2936 0.046
H 4.841467 -1.418870 -1.942141 0.8373 -1.0900 -0.0882 0.062
H 3.282467 -1.649870 -0.828141 1.6980 0.8747 -2.5184 0.141
H 3.917467 -0.480870 -4.567141 -0.3332 0.6402 0.0935 0.052
H 3.147467 -1.997870 -5.049141 0.6348 0.2067 0.6464 0.101
H 4.813467 -1.895870 -4.172141 -1.7883 -0.0075 0.1806 0.117
C -6.118533 1.014130 -1.376141 -0.9193 -2.2095 0.5526 -0.395
O -6.323533 2.098130 -1.822141 -0.6571 1.6934 -1.5120 0.015
N -5.053533 0.774130 -0.597141 2.5731 -1.2608 0.2564 -0.175
C -4.907533 -0.428870 0.217859 1.2089 6.8902 2.6345 -0.037
C -3.794533 1.572130 -0.505141 0.0397 -1.2994 -1.2542 -0.041
H -6.886533 0.082130 -1.565141 1.7837 1.7721 0.6952 0.178
H -3.975533 -0.513870 0.737859 0.7587 0.6260 0.1953 0.080
H -4.904533 -1.177870 -0.316141 -0.8308 -7.9449 -5.2495 0.002
H -5.607533 -0.339870 0.931859 -2.7584 -0.6619 2.5654 0.066
H -3.907533 2.001130 0.487859 0.3624 1.8246 -0.4734 0.080
H -3.560533 2.089130 -1.546141 -0.5630 -0.3316 2.8153 0.129
H -2.970533 0.827130 -0.231141 -0.8551 0.8414 -1.1837 0.059
```
Positions in Å, forces in eV/Å.

Calculated values
- LUMO energy: -1.558 eV
- 2S+1: 1
- Energy relative to the best compared isomer or geometry (same formula, charge and spin): 1788.3 kJ/mol
- DFT total energy: -67808.324 eV

Entry 2:
Here is a molecular structure, C33H42CaGeN8OPS from OMol25. Energies are from wB97M-V/def2-TZVPD.

```
88
Properties=species:S:1:pos:R:3:forces:R:3:lowdin_charge:R:1
Ca -0.027975 0.414125 0.349722 -0.2278 0.0548 -0.0973 1.271
C -4.892562 -2.810593 1.527135 -0.0024 -0.0111 -0.0008 -0.022
N -4.080035 -1.789511 0.880707 0.0097 0.0085 0.0014 -0.128
C -4.507539 -0.964317 -0.119919 0.0060 0.0060 -0.0026 -0.043
C -3.459454 -0.138352 -0.408237 -0.0146 -0.0078 -0.0060 -0.109
N -2.403427 -0.443246 0.399095 0.1077 -0.0164 0.0127 -0.018
C -2.796713 -1.444108 1.172084 -0.0189 0.0149 -0.0102 -0.460
P -1.827323 -2.302298 2.454299 0.0028 -0.0150 -0.0045 1.172
C -1.143615 -0.867134 3.341137 -0.0232 0.0144 0.0397 -0.466
N -0.469412 0.151805 2.830373 0.0377 -0.0138 0.0137 -0.010
C -0.216754 1.004038 3.865573 0.0004 0.0536 -0.0005 -0.124
C -0.741701 0.494323 5.017605 -0.0010 -0.0123 -0.0059 -0.044
N -1.325949 -0.692247 4.677725 0.0016 0.0018 0.0055 -0.123
C -2.042480 -1.567455 5.595318 0.0018 -0.0037 0.0045 -0.022
C -0.370373 -2.793625 1.484630 0.0221 -0.0096 0.0072 -0.462
N 0.347847 -2.021612 0.686267 -0.0085 -0.0424 -0.0153 -0.010
C 1.339994 -2.806790 0.176102 -0.0184 -0.0415 -0.0117 -0.105
C 1.218521 -4.072774 0.673315 0.0230 0.0298 -0.0102 -0.033
N 0.131859 -4.057249 1.501684 -0.0042 0.0048 0.0116 -0.123
C -0.347772 -5.189906 2.280376 -0.0009 -0.0077 -0.0013 -0.023
H -5.772211 -2.987128 0.914821 0.0000 0.0004 0.0007 0.096
H -5.207618 -2.484170 2.516727 0.0006 0.0002 0.0002 0.095
H -4.334686 -3.739504 1.613803 -0.0015 0.0009 0.0029 0.077
H -5.497901 -1.038011 -0.533449 -0.0039 0.0015 0.0013 0.127
H -3.405487 0.642889 -1.147370 -0.0009 0.0017 -0.0007 0.110
H 0.315286 1.929321 3.721149 -0.0105 -0.0167 0.0003 0.093
H -0.749654 0.863470 6.028129 0.0031 -0.0011 0.0045 0.129
H -1.835549 -1.241462 6.610621 0.0023 -0.0028 0.0009 0.095
H -1.705200 -2.594474 5.479242 -0.0032 -0.0003 0.0001 0.080
H -3.115430 -1.516803 5.418551 -0.0002 0.0003 -0.0001 0.094
H 2.073902 -2.421733 -0.512692 -0.0135 -0.0256 -0.0087 0.108
H 1.796341 -4.965686 0.511079 0.0042 -0.0014 0.0007 0.127
H 0.164470 -6.083744 1.936037 -0.0009 -0.0003 -0.0004 0.095
H -1.417621 -5.322652 2.138615 -0.0010 0.0030 0.0058 0.080
H -0.137515 -5.046971 3.339076 0.0004 -0.0023 0.0018 0.092
C 2.607916 -1.166075 4.999673 -0.0123 -0.0146 0.0115 -0.068
C 3.961660 -1.624024 4.455031 -0.0249 0.0127 0.0139 -0.556
C 5.065649 -0.947211 5.278230 0.0109 -0.0145 0.0189 -0.039
C 4.058089 -3.146982 4.620214 0.0156 0.0079 -0.0102 -0.040
C 4.133172 -1.264238 2.981559 -0.0015 -0.0079 -0.0186 -0.161
C 5.325484 -1.615464 2.317539 0.0040 0.0004 -0.0126 -0.026
C 5.532467 -1.350186 0.980244 -0.0017 -0.0282 -0.0073 -0.060
C 4.518377 -0.712270 0.269474 -0.0322 0.0427 0.0531 -0.462
S 4.404810 -0.309701 -1.413718 0.0251 0.0136 -0.0269 1.128
C 2.806944 0.337865 -1.151265 -0.0701 -0.0383 0.0693 -0.557
N 2.401654 0.271154 0.091481 0.0473 -0.0273 -0.0978 -0.021
C 3.340834 -0.333529 0.910153 0.0660 -0.0112 0.0277 -0.334
C 3.148274 -0.613323 2.264513 -0.0031 0.0289 0.0020 0.025
C 1.974072 0.847147 -2.251591 -0.0154 0.0026 0.0357 -0.321
C 2.590091 1.207157 -3.455874 -0.0238 -0.0021 -0.0119 -0.076
C 1.818397 1.676196 -4.501852 0.0034 0.0011 0.0108 -0.089
C 0.440982 1.769405 -4.333004 0.0098 -0.0011 -0.0129 -0.093
C -0.144615 1.404726 -3.126676 -0.0063 -0.0104 -0.0019 -0.159
C 0.580126 0.931892 -2.021688 0.0554 -0.0090 -0.0385 -0.191
H 2.526526 -1.447171 6.051241 0.0020 -0.0024 0.0027 0.090
H 1.776339 -1.632198 4.461922 -0.0006 -0.0006 -0.0100 0.076
H 2.490973 -0.082944 4.934994 0.0045 0.0124 -0.0025 0.083
H 4.951109 -1.195144 6.335268 0.0042 0.0007 0.0027 0.088
H 5.017913 0.138251 5.174297 -0.0050 -0.0001 -0.0054 0.092
H 6.058476 -1.271953 4.966016 -0.0040 0.0032 0.0002 0.080
H 3.941742 -3.420315 5.670698 -0.0028 0.0007 0.0076 0.088
H 5.020809 -3.529350 4.280822 0.0004 -0.0048 0.0007 0.080
H 3.276251 -3.647663 4.044421 -0.0105 -0.0027 -0.0093 0.082
H 6.109863 -2.119584 2.866940 0.0042 -0.0003 -0.0010 0.112
H 6.454005 -1.646645 0.497261 0.0041 0.0076 0.0004 0.114
H 2.209426 -0.329029 2.722374 0.0052 0.0106 -0.0050 0.084
H 3.666490 1.136294 -3.578527 0.0023 -0.0025 0.0116 0.088
H 2.280007 1.964435 -5.436945 0.0021 0.0021 0.0005 0.103
H -0.173427 2.130419 -5.149773 -0.0030 -0.0001 0.0017 0.100
H -1.226026 1.499732 -3.055088 0.0023 0.0080 0.0031 0.073
O -0.369601 2.754944 0.957705 0.1591 0.0477 -0.0979 -0.191
N -0.045805 3.880058 0.584114 -0.1294 0.0440 0.1411 -0.096
C 2.716172 6.160595 1.150557 -0.0042 -0.0385 -0.0212 -0.210
Ge 2.678893 4.267570 0.697936 0.0391 0.0184 0.0188 0.863
C 2.577641 3.124884 2.273332 0.0454 -0.0003 -0.0136 -0.206
C 4.110386 3.733455 -0.511042 -0.0289 0.0435 0.0201 -0.185
C 0.966523 3.948175 -0.373945 0.0716 -0.0415 -0.0373 -0.239
H 3.582629 6.389840 1.771031 0.0086 -0.0217 -0.0022 0.025
H 1.816072 6.437497 1.698371 -0.0054 -0.0109 0.0005 0.026
H 2.773793 6.767635 0.247294 -0.0002 -0.0039 -0.0005 0.026
H 3.566867 3.046267 2.726498 -0.0068 -0.0004 0.0201 0.034
H 2.260683 2.119938 1.992352 0.0036 0.0211 0.0091 -0.015
H 1.886290 3.534088 3.009740 0.0043 0.0246 -0.0167 0.021
H 5.076802 3.980144 -0.069874 -0.0095 0.0157 0.0189 0.031
H 4.026267 4.254365 -1.464587 -0.0105 -0.0017 -0.0004 0.033
H 4.081773 2.660784 -0.697142 -0.0238 -0.0043 0.0078 -0.005
H 0.856459 4.858511 -0.962360 -0.0207 -0.0161 0.0156 0.092
H 1.103030 3.035960 -0.960775 -0.0119 -0.0175 -0.0038 0.053
```
Positions in Å, forces in eV/Å.

Calculated values
- LUMO energy: -2.207 eV
- 2S+1: 1
- Total charge: +1
- Energy relative to the best compared isomer or geometry (same formula, charge and spin): 145.9 kJ/mol
- DFT total energy: -143947.143 eV